{
  "formula": "C35H59BrF3N2O12P2",
  "method": "the ωB97M-V functional and the def2-TZVPD basis",
  "orbital_gap_ha": 0.2585,
  "charge": 1,
  "largest_force_ha_per_bohr": 0.0424,
  "species": ["C", "C", "C", "C", "C", "C", "C", "F", "C", "F", "F", "N", "C", "P", "N", "O", "C", "C", "C", "C", "C", "C", "C", "C", "C", "C", "O", "O", "P", "O", "Br", "H", "H", "H", "H", "H", "H", "H", "H", "H", "H", "H", "H", "H", "H", "H", "H", "H", "H", "H", "H", "H", "H", "H", "H", "H", "H", "H", "O", "C", "O", "C", "C", "C", "H", "H", "H", "H", "H", "H", "H", "H", "O", "C", "O", "C", "C", "C", "H", "H", "H", "H", "H", "H", "H", "H", "O", "C", "O", "C", "C", "C", "H", "H", "H", "H", "H", "H", "H", "H", "O", "C", "O", "C", "C", "C", "H", "H", "H", "H", "H", "H", "H", "H"],
  "xyz": [[1.608, -3.298, -0.008], [1.134, -2.457, -0.911], [-0.327, -2.236, -1.085], [-1.093, -1.662, -0.075], [-0.592, -1.157, 1.243], [-0.630, 0.398, 1.241], [0.317, 1.065, 0.331], [0.461, 0.626, -0.953], [1.013, 2.191, 0.696], [0.713, 3.370, 0.184], [2.032, 2.240, 1.515], [-2.415, -1.528, -0.303], [-3.050, -1.884, -1.433], [-4.899, -1.564, -1.415], [-5.561, -3.135, -1.648], [-5.183, -1.126, 0.150], [-2.325, -2.427, -2.496], [-2.976, -2.805, -3.810], [-3.572, -1.595, -4.531], [-2.489, -0.764, -5.251], [-3.068, 0.599, -5.671], [-2.172, 1.772, -5.306], [-2.097, 2.019, -3.787], [-0.701, 2.508, -3.405], [-0.949, -2.607, -2.292], [-0.053, -3.205, -3.341], [0.840, -2.551, -3.781], [-0.325, -4.455, -3.695], [0.363, -4.925, -5.231], [-0.893, -4.546, -6.191], [0.133, -7.122, -5.046], [2.661, -3.381, 0.209], [0.938, -3.940, 0.549], [1.775, -1.925, -1.597], [0.408, -1.507, 1.436], [-1.307, -1.485, 1.999], [-0.463, 0.767, 2.252], [-1.629, 0.760, 0.970], [-2.976, -1.132, 0.449], [-5.862, -3.546, -0.767], [-4.774, -3.700, -1.968], [-5.701, -1.797, 0.616], [-2.186, -3.184, -4.444], [-3.661, -3.638, -3.674], [-4.065, -0.912, -3.845], [-4.325, -1.867, -5.269], [-2.193, -1.329, -6.135], [-1.649, -0.635, -4.565], [-4.045, 0.770, -5.218], [-3.257, 0.553, -6.743], [-1.177, 1.691, -5.742], [-2.620, 2.667, -5.737], [-2.768, 2.839, -3.541], [-2.375, 1.133, -3.214], [-0.422, 3.350, -4.036], [-0.670, 2.866, -2.377], [0.051, 1.729, -3.523], [-1.011, -3.586, -6.143], [7.738, 5.065, -0.779], [6.706, 4.507, -1.013], [5.591, 5.247, -1.201], [4.351, 4.695, -1.640], [3.548, 4.130, -0.485], [6.607, 2.997, -1.024], [4.512, 3.961, -2.431], [3.810, 5.525, -2.090], [4.074, 3.309, 0.004], [2.587, 3.771, -0.837], [3.384, 4.901, 0.268], [6.510, 2.647, 0.003], [7.527, 2.603, -1.447], [5.784, 2.605, -1.617], [-1.017, 2.228, 4.183], [-0.545, 3.329, 4.332], [-0.827, 4.266, 3.413], [-0.459, 5.646, 3.561], [0.964, 5.900, 3.110], [0.407, 3.650, 5.452], [-0.637, 5.983, 4.582], [-1.152, 6.193, 2.925], [1.683, 5.349, 3.716], [1.201, 6.961, 3.178], [1.093, 5.577, 2.075], [1.409, 3.322, 5.178], [0.088, 3.110, 6.340], [0.439, 4.702, 5.719], [3.578, 4.787, 6.531], [4.269, 3.858, 6.217], [3.741, 2.617, 6.220], [4.418, 1.467, 5.703], [5.360, 0.860, 6.722], [5.734, 4.043, 5.898], [4.921, 1.706, 4.764], [3.629, 0.756, 5.465], [6.153, 1.554, 7.001], [5.819, -0.045, 6.325], [4.816, 0.609, 7.632], [6.293, 4.084, 6.832], [5.849, 4.989, 5.374], [6.155, 3.269, 5.261], [-3.524, -5.356, -1.687], [-3.560, -6.105, -0.738], [-4.454, -7.089, -0.738], [-4.486, -8.138, 0.246], [-5.242, -7.721, 1.489], [-2.671, -5.890, 0.464], [-3.477, -8.486, 0.466], [-5.001, -8.963, -0.240], [-4.762, -6.880, 1.991], [-5.301, -8.551, 2.192], [-6.253, -7.410, 1.228], [-3.125, -5.133, 1.104], [-1.708, -5.527, 0.111], [-2.486, -6.786, 1.049]],
  "forces_ev_per_a": [[0.004, -0.105, 0.096], [-0.247, 0.072, 0.037], [0.011, -0.198, -0.298], [0.356, -0.428, -0.263], [-0.876, 0.744, -0.445], [0.806, -1.151, 0.021], [1.598, 0.190, 1.224], [-1.585, 0.857, -0.579], [-1.044, -0.585, -1.013], [1.197, 0.043, -0.745], [-0.933, 0.511, 1.293], [0.446, -0.113, -0.159], [-0.247, -0.466, 0.573], [-0.784, 1.282, -1.578], [0.789, 0.512, 0.666], [0.354, -0.816, 0.004], [0.176, -0.023, 0.026], [0.149, 0.259, 0.081], [0.307, 0.507, -0.246], [-1.063, -0.130, 0.529], [0.406, -0.247, -0.336], [-0.666, 0.296, 0.091], [0.751, 0.451, -0.407], [-0.099, -0.029, 0.258], [-0.576, -0.039, 0.867], [-0.286, -0.031, 0.313], [0.666, 0.691, -0.609], [-0.445, -0.486, -0.261], [0.705, -0.157, -0.007], [-0.035, -0.150, 0.526], [-0.321, 0.417, 0.053], [0.140, -0.182, -0.240], [-0.031, 0.119, 0.276], [0.145, 0.264, 0.157], [0.085, -0.150, 0.191], [0.267, -0.224, 0.259], [0.013, 0.169, 0.136], [-0.110, -0.023, 0.047], [-0.193, -0.052, -0.060], [-0.097, -0.228, -0.117], [-0.358, -0.610, -0.015], [0.109, 0.112, 0.319], [-0.050, -0.300, -0.111], [-0.151, 0.005, 0.029], [-0.181, -0.099, 0.226], [-0.089, -0.306, 0.072], [0.443, 0.038, -0.018], [0.244, 0.023, -0.156], [-0.069, -0.117, 0.162], [0.034, 0.254, -0.118], [0.111, -0.248, 0.008], [0.150, 0.092, -0.208], [-0.420, -0.238, 0.162], [-0.046, -0.050, 0.072], [0.054, 0.041, -0.111], [0.049, -0.054, 0.123], [0.073, -0.065, -0.035], [-0.076, 0.056, -0.418], [0.015, 0.089, -0.001], [-0.004, -0.207, 0.172], [0.045, 0.228, -0.134], [-0.129, -0.119, 0.081], [0.316, 0.033, 0.040], [-0.062, -0.054, -0.425], [0.024, -0.037, 0.039], [0.096, 0.076, 0.013], [-0.008, -0.053, -0.065], [0.020, 0.041, -0.128], [-0.066, 0.029, -0.044], [0.009, 0.007, 0.013], [0.096, 0.050, 0.154], [-0.071, 0.010, 0.120], [0.028, -0.136, -0.170], [0.297, 0.000, 0.074], [-0.252, -0.020, -0.162], [0.199, 0.228, -0.019], [0.082, -0.208, -0.006], [-0.392, 0.217, 0.276], [0.037, -0.067, 0.029], [-0.072, -0.119, -0.032], [-0.006, 0.080, 0.080], [-0.012, 0.008, -0.003], [-0.050, 0.071, -0.028], [0.022, 0.005, 0.041], [0.091, -0.198, -0.081], [0.167, 0.013, -0.105], [-0.267, -0.118, -0.074], [0.483, 0.146, 0.160], [-0.414, 0.013, -0.111], [0.226, -0.159, 0.037], [0.025, 0.115, 0.104], [-0.036, -0.098, -0.457], [0.037, 0.057, 0.034], [-0.095, 0.092, 0.025], [0.043, -0.020, -0.068], [-0.013, -0.006, -0.008], [-0.035, -0.053, -0.032], [-0.004, 0.007, 0.013], [-0.026, 0.103, 0.174], [0.034, -0.075, 0.135], [0.007, 0.204, 0.013], [-0.006, 0.049, 0.166], [-0.048, -0.098, -0.233], [-0.055, -0.153, 0.297], [-0.001, 0.227, -0.048], [0.318, -0.275, -0.119], [0.032, 0.085, -0.007], [-0.004, 0.078, -0.139], [0.062, -0.063, 0.049], [-0.004, -0.017, -0.013], [-0.026, -0.087, -0.010], [-0.021, -0.009, 0.014], [-0.068, 0.149, -0.053], [-0.126, 0.031, 0.081]]
}